1.
Molecular formula: C9H11O2
Method: DFT, the ωB97M-V functional and the def2-TZVPD basis

```
22
Properties=species:S:1:pos:R:3:mulliken_charge:R:1
C 2.48 0.12 2.60 -1.33
C -0.23 -1.61 -0.22 -0.58
C 0.24 -2.35 0.86 -0.35
C -0.02 -0.25 -0.25 0.10
C 1.05 -1.76 1.81 -0.49
C 0.89 0.33 0.64 -0.61
C 1.37 -0.40 1.72 0.78
H -0.84 -2.04 -1.01 0.43
H -0.04 -3.40 0.93 0.34
H -0.44 0.39 -1.02 -0.01
H 1.38 -2.36 2.65 0.29
H 1.13 1.36 0.43 0.33
H 3.44 -0.17 2.17 0.26
H 2.38 -0.29 3.60 0.37
H 2.43 1.19 2.84 0.38
C -2.06 2.19 -2.25 -0.76
C -2.33 0.79 -2.85 0.63
O -3.52 0.54 -3.10 -0.74
O -1.31 0.09 -3.10 -0.73
H -2.03 2.84 -3.13 0.23
H -1.11 2.29 -1.72 0.25
H -2.87 2.49 -1.58 0.19
```

Output
Frontier orbital gap   7.264 eV
HOMO energy   -4.102 eV
Calculated total energy   -13607.8375 eV
Charge   -1

***

2.
Molecular formula: C21H26O11
Method: DFT, the ωB97M-V functional and the def2-TZVPD basis

```
58
Properties=species:S:1:pos:R:3:mulliken_charge:R:1
C -3.86 -0.86 -2.80 -0.60
C -2.61 -0.03 -2.45 0.69
C -2.63 1.42 -2.26 0.74
O -1.69 2.07 -1.92 -0.50
C -3.95 1.95 -2.49 -0.42
C -5.28 1.13 -2.65 0.40
C -5.15 -0.37 -2.83 0.39
O -6.08 -1.11 -2.98 -0.55
O -6.48 1.69 -2.54 -0.45
O -1.38 -0.59 -2.41 -0.54
H -3.73 -2.11 -2.88 0.20
H -4.29 3.08 -2.51 0.09
H -6.46 2.54 -2.96 0.34
H -0.66 0.06 -2.22 0.22
C 2.58 2.25 -0.98 -0.97
C 3.32 2.44 0.36 -0.03
C 2.95 1.68 1.44 1.18
O 3.57 1.92 2.50 -0.70
C 2.05 0.59 1.43 -1.01
C 1.23 0.36 0.11 0.45
C 1.53 1.22 -1.16 0.84
O 1.02 0.94 -2.22 -0.65
O 0.56 -0.78 -0.25 -0.27
O 4.23 3.49 0.45 -0.49
H 2.68 2.86 -1.90 0.38
H 1.89 -0.10 2.18 0.54
H 0.52 -1.16 0.61 0.50
H 4.54 3.40 1.30 0.33
C 2.34 -0.51 5.25 -0.77
C 1.74 -0.81 6.71 0.59
O 1.84 0.00 7.54 -0.48
C 1.38 -2.29 6.95 -1.35
H 1.39 -0.40 4.69 0.20
H 3.23 -1.04 4.80 0.39
H 2.69 0.75 5.32 0.21
H 2.26 -2.62 7.06 0.47
H 0.95 -2.77 6.09 0.27
H 1.06 -2.57 7.87 0.49
C -0.35 -4.70 2.66 -1.31
C 0.70 -3.72 2.15 0.59
O 0.45 -2.76 1.55 -0.51
C 2.21 -4.06 2.40 -0.92
H -0.30 -5.15 3.61 0.43
H -0.47 -5.56 2.06 0.35
H -1.34 -4.20 2.88 0.34
H 2.86 -3.71 1.59 0.30
H 2.47 -5.12 2.49 0.37
H 2.55 -3.63 3.34 0.18
C -0.06 1.52 -5.78 -0.27
C -0.49 2.87 -6.03 0.58
O 0.04 3.45 -7.05 -0.61
C -1.33 3.64 -5.00 -1.06
H -0.53 0.86 -6.51 0.29
H -0.41 1.23 -4.77 -0.12
H 1.07 1.54 -5.75 0.24
H -1.74 4.41 -5.38 0.57
H -0.48 4.15 -4.14 0.18
H -2.17 3.23 -4.57 0.25
```

Output
Frontier orbital gap   6.395 eV
HOMO energy   -8.733 eV
Calculated total energy   -44709.3163 eV
Charge   0
SMILES   O=C1C=C(O)C(=O)C=C1O.O=C1C=C(O)C(=O)C=C1O.CC(C)=O.CC(C)=O.CC(C)=O

***

3.
Molecular formula: CH4OP2
Method: DFT, the ωB97M-V functional and the def2-TZVPD basis

```
8
Properties=species:S:1:pos:R:3:mulliken_charge:R:1
C -0.45 0.31 1.10 -0.93
O 1.72 -1.37 -2.09 -0.42
P 0.68 -1.30 -1.04 0.34
P 0.75 0.80 -0.22 -0.02
H -1.35 0.34 0.52 0.34
H -0.57 1.14 1.85 0.29
H -0.28 -0.67 1.42 0.35
H -0.50 0.74 -1.55 0.04
```

Output
Frontier orbital gap   8.088 eV
HOMO energy   -8.784 eV
Calculated total energy   -21724.9824 eV
Charge   0

***

> HOMO energy of number 3 (CH4OP2)?

-8.784 eV